Density functional theory data (ωB97M-V/def2-TZVPD) for a cluster of 2 separate species, C5H10O2 in total in a non-equilibrium geometry.

Calculated values
E_LUMO (spin up / spin down) ... -0.5 / 0.4 eV
Gap between HOMO and LUMO (spin up / spin down) ... 0.2227 / 0.3032 Eh

Element x y z (Å)
C1 0.61 -2.11 -0.56
C2 -0.05 -0.98 0.15
O1 -1.20 -1.27 0.72
C3 0.54 0.30 0.40
C4 -0.21 1.48 -0.44
C5 -0.31 2.12 0.95
O2 0.02 0.86 1.62
H1 -0.08 -2.64 -1.23
H2 1.48 -1.77 -1.12
H3 0.95 -2.81 0.21
H4 0.07 -0.18 -2.41
H5 -1.40 -0.48 1.28
H6 1.63 0.32 0.34
H7 0.16 0.53 -2.16
H8 -1.20 1.12 -0.74
H9 -1.27 2.52 1.31
H10 0.49 2.84 1.16